# 1
Entry from OMol25: 2 unconnected molecules or ions with the total composition C8H15BN2O5S (the ωB97M-V functional and the def2-TZVPD basis).

Element x y z (Å)
S 2.535 -1.371 -1.252
O -1.214 3.084 0.477
O -1.146 1.976 2.536
O -0.378 -1.018 -2.538
O 2.165 -0.426 -0.157
O -4.836 -0.266 2.406
N -3.296 0.579 0.810
N -0.576 0.754 -1.067
C 2.994 -0.365 -2.662
C -0.991 -0.392 -1.701
C -0.814 0.571 0.377
C -4.063 0.121 1.633
C 4.189 -1.963 -0.875
C -2.126 -0.260 0.395
C -0.721 0.869 3.323
C -2.325 -0.709 -1.064
B -1.059 1.923 1.178
H 2.089 0.128 -3.010
H 3.739 0.370 -2.356
H -1.039 1.047 4.348
H -1.827 3.662 0.942
H 4.555 -2.556 -1.714
H 4.118 -2.588 0.012
H 3.383 -1.009 -3.450
H -2.039 -1.127 1.046
H 0.338 1.086 -1.339
H -2.693 -1.718 -1.202
H -3.020 0.015 -1.487
H 0.365 0.789 3.318
H 4.848 -1.117 -0.683
H -1.169 -0.066 2.992
H 0.014 -0.026 0.764

Properties
Charge   0
Kohn-Sham gap   9.68 eV
Lowest unoccupied orbital energy   0.57 eV
HOMO energy   -9.1 eV

natural (NBO) atomic charge list, values in e, 2 entries: number 1, S, carries 1.275; number 2, O, carries -0.882

=====

# 2
Entry from OMol25: a molecular structure, C8H15ClI2InN2OP (the ωB97M-V functional and the def2-TZVPD basis).

Element x y z (Å)
I -3.033 1.621 -0.090
I -2.884 -1.744 -0.023
In 1.746 0.144 -0.205
Cl 3.970 -0.389 -0.654
P 0.601 -0.068 -2.488
O -5.497 -0.106 -0.283
N 1.063 -0.133 1.885
N 0.059 0.355 3.793
C -0.597 1.139 4.841
C 1.414 -1.534 -3.230
C 1.193 -1.239 2.735
C -4.326 -0.191 -0.104
C -1.083 -0.125 -3.167
C 0.360 0.798 2.551
C 0.581 -0.936 3.916
C 1.391 1.307 -3.397
H 2.404 -1.698 -2.783
H 0.053 1.779 2.202
H 2.396 1.524 -3.017
H 1.522 -1.360 -4.311
H -1.652 0.752 -2.843
H -1.283 0.514 5.439
H -1.162 1.959 4.371
H -1.632 -1.003 -2.811
H 0.792 -2.428 -3.076
H -1.045 -0.143 -4.267
H 1.781 -2.103 2.451
H 0.482 -1.507 4.820
H 0.768 2.204 -3.310
H 0.159 1.585 5.511
H 1.457 1.028 -4.455

Properties
Charge   +2
Kohn-Sham gap   5.97 eV
Energy above the lowest of the compared OMol25 structures with the same formula, charge and spin   2.2 kcal per mole
Lowest unoccupied orbital energy   -8.91 eV
HOMO energy   -14.9 eV

natural (NBO) atomic charge list, values in e, 2 entries: number 1, I, carries -0.007; number 2, I, carries 0.171

=====

# 3
Entry from OMol25: a molecular structure, C8H15F6N4O6S2Tc (the ωB97M-V functional and the def2-TZVPD basis).

Element x y z (Å)
Tc 0.252 0.379 0.117
S 2.961 -0.126 0.225
S 0.910 -0.823 2.596
F 3.773 -2.125 -1.190
F 1.032 1.451 3.832
F 1.841 -2.416 -0.236
F 0.510 -0.249 5.081
F 3.664 -2.530 0.942
F 2.557 0.017 4.405
O -0.437 -0.498 2.098
O 4.208 0.407 0.574
O 1.353 -2.152 2.728
O -0.357 2.085 -0.100
O 2.159 0.426 -0.912
O -0.733 -0.981 -0.804
N 1.672 0.041 1.313
N -0.940 -2.945 -1.840
N 0.296 -1.288 -2.865
N -1.545 3.976 -0.293
C 3.097 -1.983 -0.087
C 1.294 0.197 4.151
C 0.050 3.796 1.572
C -2.202 3.406 -1.492
C -1.938 5.341 0.142
C -0.429 -1.735 -1.869
C 0.608 -2.077 -4.067
C -0.662 3.315 0.359
H 0.161 4.877 1.577
H 1.213 -1.468 -4.730
H -1.115 6.037 -0.012
H -1.507 -3.231 -1.054
H -0.850 -3.584 -2.617
H -2.853 4.157 -1.922
H -1.453 3.125 -2.230
H -2.232 5.338 1.189
H 1.174 -2.970 -3.803
H -2.783 5.659 -0.457
H 1.036 3.336 1.625
H -0.307 -2.356 -4.592
H 0.589 -0.324 -2.840
H -2.798 2.538 -1.217
H -0.521 3.511 2.462

Properties
Charge   +3
Kohn-Sham gap (alpha / beta)   8.09 / 7.71 eV
Lowest unoccupied orbital energy (alpha / beta)   -12.25 / -12.64 eV
HOMO energy (alpha / beta)   -20.3 / -20.3 eV
2S+1   2

natural (NBO) atomic charge list, values in e, 2 entries: number 1, Tc, carries 1.668; number 2, S, carries 2.145

=====

# 4
Entry from OMol25: a molecular structure, C8H15F9KNO11S3 (the ωB97M-V functional and the def2-TZVPD basis).

Element x y z (Å)
K 17.627 -10.178 3.729
S 19.409 -9.681 7.308
S 21.045 -9.108 1.928
S 14.522 -11.514 3.386
F 13.304 -12.037 1.057
F 17.445 -10.753 8.665
F 20.922 -6.414 1.284
F 12.258 -10.570 2.256
F 19.429 -11.021 9.581
F 18.898 -12.273 7.935
F 22.622 -7.498 0.487
F 20.674 -7.801 -0.387
F 14.106 -10.029 1.265
O 15.723 -12.074 2.770
O 20.778 -10.094 6.993
O 18.508 -12.947 4.626
O 21.527 -10.210 1.120
O 14.796 -10.277 4.114
O 19.599 -9.140 2.171
O 21.841 -8.719 3.078
O 18.475 -9.662 6.199
O 13.725 -12.499 4.108
O 19.384 -8.517 8.189
O 20.585 -11.667 4.000
N 16.435 -14.525 5.813
C 15.902 -14.660 4.404
C 17.944 -14.763 5.927
C 21.312 -7.583 0.790
C 18.740 -11.039 8.433
C 13.457 -11.011 1.888
C 15.790 -15.559 6.665
C 18.748 -14.295 4.736
C 16.142 -13.157 6.389
H 16.172 -16.552 6.442
H 19.943 -11.111 3.546
H 15.071 -12.996 6.301
H 19.395 -12.395 4.585
H 14.826 -14.533 4.447
H 19.795 -14.623 4.735
H 18.406 -14.764 3.795
H 16.217 -15.617 3.993
H 15.899 -15.360 7.728
H 16.863 -12.445 5.995
H 18.277 -14.428 6.907
H 18.039 -15.855 5.950
H 16.396 -13.866 3.843
H 14.726 -15.520 6.427
H 16.346 -13.213 7.460

Properties
Charge   -2
Kohn-Sham gap   4.71 eV
Lowest unoccupied orbital energy   3.48 eV
HOMO energy   -1.2 eV

natural (NBO) atomic charge list, values in e, 2 entries: number 1, K, carries 0.955; number 2, S, carries 2.334

=====

Here are the calculated largest force on an atom numbers, same order: 0.80; 3.25; 0.67; 2.95 (eV Å⁻¹).